A molecular structure, C10H14ClF2KLiMgN3O12S2. Source: OMol25; level of theory: wB97M-V/def2-TZVPD.

Properties
Kohn-Sham gap   0.05030 Eh
E_HOMO   -0.38698 hartree
Lowest unoccupied orbital energy   -9.161 eV
Charge   +2

The geometry in XYZ format:
```
47
Properties=species:S:1:pos:R:3:forces:R:3
C 1.47501 -2.47261 2.56121 -1.7 0.6 -1.3
C 0.52901 -2.83769 1.41135 0.5 -0.4 0.1
C 0.85007 -2.32306 0.00650 -0.2 0.0 0.3
C 1.22255 -0.86541 -0.11211 -0.2 0.1 -0.1
O 2.22796 -0.63304 -1.17197 -0.4 0.1 -0.6
C 3.44645 -1.02915 -0.79426 0.4 -1.0 -0.3
C 4.28676 -0.38093 -0.02755 0.5 1.0 1.0
C 4.10593 0.95947 0.56723 0.2 0.2 -0.1
O 3.70981 1.87273 -0.45239 -1.1 -0.7 -0.4
N 4.82697 2.81426 -0.82732 0.8 0.7 -0.6
O 4.88833 3.68863 -0.11209 0.1 0.1 0.3
C 5.53804 -1.16053 0.12623 0.5 0.4 0.3
O 6.50210 -0.85770 0.77090 -0.9 -0.6 -0.6
O 5.38099 -2.30283 -0.60992 0.3 -0.2 0.1
C 4.12908 -2.30136 -1.20939 -0.1 -1.0 -0.6
O 3.75730 -3.19973 -1.89186 0.0 0.6 0.3
H 2.36895 -1.91841 2.22064 -0.5 -0.3 -0.5
H 1.77254 -3.33442 3.16546 -1.8 -0.4 -1.6
H 0.92726 -1.79059 3.22468 0.3 0.0 0.1
H 0.55667 -3.91201 1.34223 -0.2 -0.5 -0.2
H -0.47845 -2.59987 1.69506 -0.5 0.3 0.1
H 1.57023 -2.97388 -0.46335 0.5 -0.1 -0.1
H -0.05899 -2.43824 -0.55642 -0.3 -0.2 -0.4
H 0.35619 -0.29548 -0.38171 -0.3 0.4 -0.3
H 1.61122 -0.41552 0.78834 0.3 0.0 0.4
H 5.03921 1.25871 1.02123 0.4 0.3 0.2
H 3.36393 0.96469 1.35188 -0.4 0.1 0.2
K 3.26073 -2.61506 4.03380 3.9 0.4 3.4
N -4.30177 -0.07687 0.50192 0.0 -1.0 -0.6
S -4.74541 -0.08271 -1.00223 -0.8 2.5 0.0
O -5.23541 -1.37059 -1.51072 -0.5 -1.8 -0.1
O -3.97583 0.67530 -1.90949 0.5 -0.6 -0.3
F -6.07204 0.69667 -0.87468 -0.1 -0.4 0.3
S -2.98982 -0.88376 0.81445 0.6 -0.6 0.6
O -2.80730 -1.11234 2.19990 -0.3 0.3 0.3
O -1.83365 -0.51814 0.05711 0.0 0.1 -0.4
F -3.33576 -2.35803 0.26022 0.0 0.0 -0.2
Li 2.89737 0.87248 -2.49490 -0.2 0.1 0.7
C -4.32653 4.66733 -1.56157 0.4 0.0 0.2
N -5.41418 4.04331 -0.76929 0.3 0.2 -0.2
O -5.12220 3.05865 -0.11777 0.1 -0.3 0.4
O -6.50583 4.53889 -0.83161 -0.4 0.1 0.0
H -3.41382 4.10134 -1.39894 0.0 0.0 0.1
H -4.62259 4.65089 -2.60398 -0.1 0.2 0.0
H -4.20349 5.73318 -1.19987 -0.2 -0.6 -0.3
Cl -4.81599 7.54746 -1.59543 0.0 0.4 0.0
Mg -6.34160 -3.08403 -1.63949 0.7 1.2 0.2
```
Positions in Å, forces in eV/Å.

=====

2 unconnected molecules or ions with the total composition C10H14ClOP. Source: OMol25; level of theory: wB97M-V/def2-TZVPD.

Properties
Kohn-Sham gap (spin up / spin down)   0.29161 / 0.28311 Eh
Energy above the lowest of the compared OMol25 structures with the same formula, charge and spin   3.264 eV
E_HOMO (spin up / spin down)   -0.31818 / -0.29725 hartree
Lowest unoccupied orbital energy (spin up / spin down)   -0.723 / -0.385 eV
Charge   0

The geometry in XYZ format:
```
27
Properties=species:S:1:pos:R:3:forces:R:3
C -1.01576 4.17380 -0.34352 1.8 -1.2 -0.8
C 0.16936 3.90493 0.41494 -0.1 2.0 0.6
C -1.48741 3.20185 -1.22054 1.5 -1.5 2.8
C 0.82543 2.72524 0.30533 0.0 -2.6 0.1
C -0.96609 1.86528 -1.09414 -1.4 0.2 -2.9
C 0.15540 1.71131 -0.35512 0.9 -1.8 -0.2
C -1.12230 -1.44641 0.22353 -0.5 -0.2 -0.8
C 0.36143 -3.40591 -0.46812 2.1 2.0 2.0
C 0.63587 -2.32006 1.82499 1.8 2.4 0.2
C 0.18231 -2.12174 0.41434 1.9 0.4 -1.6
O 2.84523 -1.12944 0.18731 2.0 -0.3 0.7
P 1.50396 -0.88994 -0.28407 -3.2 1.8 0.6
Cl 1.36906 -0.79572 -2.26110 -0.1 -0.4 -1.3
H -1.33401 5.15707 -0.55713 -0.5 1.1 0.7
H 0.66482 4.60517 1.13082 -0.8 0.0 -1.0
H -2.34468 3.37549 -1.78151 -1.2 0.3 -1.2
H 1.77101 2.38198 0.72643 -0.2 1.0 0.4
H -1.39806 1.12440 -1.88277 0.9 0.9 2.0
H -1.25657 -1.44506 -0.85997 -0.5 0.2 0.0
H -1.92355 -2.02924 0.67314 -0.2 0.2 0.1
H -1.09861 -0.41117 0.54047 -0.3 0.1 0.4
H -0.15737 -3.41639 -1.33346 -2.0 0.7 -2.9
H -0.03839 -4.21326 0.04535 -0.1 -1.9 1.3
H 1.40533 -3.48780 -0.79253 -0.1 -0.6 0.6
H 0.68293 -1.41077 2.49152 0.2 -0.4 -1.2
H -0.00638 -2.87625 2.35913 -2.8 -2.5 1.6
H 1.57702 -2.82734 1.89669 0.7 -0.1 -0.1
```
Positions in Å, forces in eV/Å.

=====

A molecular structure, C10H14CuN2O5. Source: OMol25; level of theory: wB97M-V/def2-TZVPD.

Properties
Kohn-Sham gap (spin up / spin down)   0.31361 / 0.15639 Eh
Energy above the lowest of the compared OMol25 structures with the same formula, charge and spin   0.065 eV
E_HOMO (spin up / spin down)   -0.62502 / -0.59561 hartree
Lowest unoccupied orbital energy (spin up / spin down)   -8.474 / -11.952 eV
Charge   +2
Spin multiplicity   2

The geometry in XYZ format:
```
32
Properties=species:S:1:pos:R:3:forces:R:3
Cu -1.48739 -0.75237 -0.79367 0.4 -0.1 2.6
O -2.04368 -3.50715 -1.94322 0.2 4.8 1.0
C -1.94978 -2.39705 -1.64386 -0.3 -6.7 -1.0
C -3.35256 0.78639 0.22995 -1.5 2.6 1.1
O -3.93631 1.65101 0.69519 1.5 -2.4 -1.2
C -2.83939 -1.90504 1.34225 -0.2 -1.7 2.8
O -2.95179 -2.39688 2.36744 0.2 1.4 -2.7
C -1.98690 0.10620 -2.33828 -2.1 4.8 -5.2
O -2.41199 0.72119 -3.21916 1.8 -2.9 3.6
H -5.54390 -2.03561 -1.19340 -0.1 0.3 0.2
H -5.81391 -1.40699 -0.87444 0.2 -0.3 -0.2
C -0.02082 1.72611 2.05765 -0.5 0.2 0.5
N 1.02777 1.14663 1.23221 -1.2 -0.4 -0.2
C 2.08539 2.05663 0.82590 0.3 0.0 -0.2
C 3.24641 1.24809 0.31146 0.9 0.1 0.1
C 2.79867 0.27445 -0.75216 0.4 0.4 -0.4
N 1.68756 -0.52351 -0.25882 -1.2 -0.1 0.2
C 1.53928 -1.80668 -0.92957 -0.1 -0.3 -0.3
C 0.76619 -0.02343 0.60211 1.3 0.3 -0.5
O -0.37732 -0.58527 0.80368 -0.1 0.3 -1.0
H -0.91261 1.98488 1.46481 0.3 -0.1 0.1
H 0.35231 2.65376 2.50871 -0.1 -0.4 -0.1
H -0.31458 1.02867 2.85274 0.0 0.2 -0.2
H 1.72916 2.74739 0.04004 -0.2 -0.2 0.3
H 2.31444 2.66155 1.70957 0.2 -0.1 -0.3
H 3.73888 0.70651 1.12492 -0.1 0.1 0.0
H 3.98672 1.92246 -0.11712 0.0 0.0 0.0
H 3.57932 -0.43627 -1.03954 0.1 0.3 0.2
H 2.52621 0.80650 -1.68456 -0.1 -0.2 0.4
H 1.39894 -1.67785 -2.01062 0.0 0.2 0.1
H 2.46559 -2.38503 -0.81376 -0.3 0.1 0.1
H 0.70008 -2.38929 -0.55646 0.2 0.0 0.3
```
Positions in Å, forces in eV/Å.

=====

2 unconnected molecules or ions with the total composition C10H14FNO3. Source: OMol25; level of theory: wB97M-V/def2-TZVPD.

Properties
SMILES   C#COC(=O)OC[C@@H](C)F.CCCC#N
Kohn-Sham gap   0.39084 Eh
Energy above the lowest of the compared OMol25 structures with the same formula, charge and spin   0.000 eV
E_HOMO   -0.36680 hartree
Lowest unoccupied orbital energy   0.654 eV
Charge   0

The geometry in XYZ format:
```
29
Properties=species:S:1:pos:R:3:forces:R:3
C -3.95900 0.46213 0.12638 0.2 0.1 -0.2
C -3.46595 0.18479 -0.92667 0.3 -0.8 0.2
O -2.86766 -0.29685 -2.01046 0.2 0.4 0.6
C -1.84356 0.54124 -2.45330 0.2 0.2 -1.3
O -2.00210 1.17118 -3.44601 -0.1 0.2 0.1
O -0.68831 0.47189 -1.77898 -0.8 -0.3 0.7
C -0.13803 1.73629 -1.41655 0.6 1.0 0.6
C -0.03986 1.89594 0.11804 -0.2 -0.2 0.0
C -0.19488 3.35059 0.53753 0.4 -0.4 -0.1
F -1.07721 1.16653 0.69651 -0.1 -0.1 0.2
H -4.23015 0.71405 1.12197 -0.2 0.1 -0.1
H -0.71578 2.57318 -1.81240 -0.3 -0.3 -0.2
H 0.87620 1.84927 -1.80460 -0.1 -0.3 -0.2
H 0.87131 1.44556 0.51129 0.1 0.1 -0.2
H 0.31701 3.99188 -0.18390 -0.2 0.1 0.1
H 0.24549 3.52964 1.51750 -0.1 -0.1 0.0
H -1.26272 3.56641 0.58042 0.1 0.2 -0.2
C 2.32409 -3.01401 -0.11315 0.0 0.0 0.0
C 1.43277 -3.06660 1.12258 0.1 -0.1 -0.2
C 0.78132 -1.71728 1.44422 0.2 -0.1 0.0
C 1.80146 -0.69289 1.71023 -0.3 -0.1 0.0
N 2.59562 0.11175 1.91011 0.1 0.0 0.0
H 3.16038 -2.32752 0.02716 0.0 0.0 0.0
H 2.74170 -3.99836 -0.32466 0.0 0.0 0.0
H 1.75961 -2.69095 -0.99025 0.0 0.0 0.0
H 2.02180 -3.40145 1.97863 -0.1 0.0 0.0
H 0.64459 -3.80539 0.96799 -0.1 0.1 0.1
H 0.14184 -1.80086 2.32281 0.0 0.1 0.0
H 0.16273 -1.37986 0.61013 0.0 0.1 0.0
```
Positions in Å, forces in eV/Å.

=====

A molecular structure, C10H14N2. Source: OMol25; level of theory: wB97M-V/def2-TZVPD.

Properties
Kohn-Sham gap   0.33164 Eh
Energy above the lowest of the compared OMol25 structures with the same formula, charge and spin   3.427 eV
E_HOMO   -0.30189 hartree
Lowest unoccupied orbital energy   0.810 eV
Charge   0

The geometry in XYZ format:
```
26
Properties=species:S:1:pos:R:3:forces:R:3
C 3.40144 -0.53303 -0.10546 1.7 -1.6 -1.8
C 2.31566 -1.40196 0.06662 -1.3 -1.0 0.8
C 3.19098 0.83201 -0.25640 1.9 1.1 0.5
C 1.08274 -0.84311 0.33460 2.1 3.4 0.9
C 1.11066 0.57037 0.43508 -3.5 1.7 -0.8
C -0.22373 -1.35181 0.63614 -1.3 1.2 -1.9
C -1.21808 -0.25944 0.11909 -0.4 0.7 -1.1
C -1.34820 -0.44948 -1.47075 -2.3 1.0 4.3
C -2.54854 -0.48631 0.80213 -0.4 0.5 -2.2
C -0.96174 2.35130 0.11031 0.4 -1.3 2.0
N 2.05067 1.44363 0.11195 -1.5 -1.6 0.1
N -0.70655 1.06774 0.66578 5.2 -4.7 0.2
H 4.40734 -1.03080 -0.36732 -1.6 1.2 0.5
H 2.25893 -2.52371 0.06983 1.1 1.1 -0.2
H 4.02221 1.54740 -0.59769 -1.2 -1.4 0.6
H -0.34425 -2.24699 0.08464 -0.7 -1.3 -0.1
H -0.46960 -1.38773 1.64407 0.2 -0.8 2.1
H -2.25613 0.03386 -1.75380 -0.9 0.2 -0.4
H -1.42527 -1.47953 -1.59890 0.1 -1.6 -0.9
H -0.61763 0.07669 -1.91111 3.1 1.2 -2.0
H -3.34983 0.21285 0.56134 0.4 0.7 0.4
H -2.33444 -0.64664 1.78722 0.0 0.5 3.0
H -3.03136 -1.37732 0.54076 -0.3 -1.9 -1.0
H -0.18771 2.61330 -0.50239 1.8 1.1 -2.1
H -1.86943 2.27140 -0.36488 -2.3 0.6 -1.3
H -0.94812 2.99731 0.95913 -0.5 1.0 0.3
```
Positions in Å, forces in eV/Å.

=====

C10H14N2 in the gas phase. Source: OMol25; level of theory: wB97M-V/def2-TZVPD.

Properties
SMILES   [H]/N=C(/C)N(CC)c1ccccc1
Kohn-Sham gap   0.32078 Eh
Energy above the lowest of the compared OMol25 structures with the same formula, charge and spin   2.265 eV
E_HOMO   -0.28776 hartree
Lowest unoccupied orbital energy   0.899 eV
Charge   0

The geometry in XYZ format:
```
26
Properties=species:S:1:pos:R:3:forces:R:3
H 2.26437 0.49186 2.19469 -0.8 -0.1 -1.6
N 2.27996 1.06318 1.32321 -0.6 0.7 -1.2
C 1.59315 0.89851 0.23806 1.2 -1.6 2.7
C 1.75825 1.89987 -0.86262 -2.2 1.3 -0.7
N 0.73977 -0.28640 0.01546 0.3 1.9 0.7
C 1.39353 -1.48652 -0.49310 -1.5 -2.4 -1.2
C 2.91495 -1.63892 -0.23028 2.3 0.8 0.7
C -0.70265 -0.11457 0.10523 3.5 -3.7 -1.2
C -1.24826 1.09648 -0.00154 -1.6 2.0 0.0
C -2.63155 1.16438 -0.12460 -1.0 1.3 0.4
C -3.45211 0.00332 -0.09227 0.8 3.2 0.6
C -2.82849 -1.17120 0.19343 -1.5 -2.3 0.0
C -1.48546 -1.28488 0.15591 2.2 1.0 0.2
H 1.37927 2.88038 -0.51877 0.7 -0.2 0.4
H 0.95589 1.75588 -1.62082 1.0 -0.6 -0.1
H 2.73955 2.08857 -1.30176 -0.1 -0.5 0.2
H 0.83790 -2.31447 0.00112 0.9 0.2 0.0
H 1.05772 -1.72893 -1.59015 1.0 0.9 1.4
H 3.13003 -1.48756 0.87412 -0.4 0.2 -1.2
H 3.56306 -2.58376 -0.39368 -2.2 0.8 -0.4
H 3.56245 -0.87093 -0.79505 -1.2 -0.8 0.9
H -0.62949 1.98277 0.00302 -0.2 0.1 0.0
H -3.06254 2.22712 -0.09179 0.3 -1.9 -0.5
H -4.50131 0.20478 -0.10783 -0.5 -0.5 0.0
H -3.38532 -2.08232 0.45666 0.0 0.4 -0.5
H -0.91773 -2.19973 0.19019 -0.6 -0.3 0.3
```
Positions in Å, forces in eV/Å.

=====

Number 1: DFT total energy -101213.6456 eV. Number 2: DFT total energy -34452.9909 eV. Number 3: DFT total energy -68434.5255 eV. Number 4: DFT total energy -20943.8082 eV. Number 5: DFT total energy -13573.7610 eV. Number 6: DFT total energy -13574.9221 eV.